Formula: C39H34As2IMgNO8S4
Source: the Open Molecules 2025 dataset
Level of theory: ωB97M-V/def2-TZVPD

## Properties
- energy above the lowest of the compared OMol25 structures with the same formula, charge and spin (kcal/mol) = 0.00
- orbital gap (spin up / spin down) (eV) = 6.1486 / 5.2371
- LUMO (spin up / spin down) (eV) = 3.8 / 3.5
- energy (hartree) = -8725.4213

Structure (ORCA input):
```
! wB97M-V def2-TZVPD RIJCOSX def2/J DEFGRID3
* xyz -2 1
Mg -0.7062 1.8266 1.5001
S 2.5634 1.2702 3.3116
S 3.2580 -0.0733 2.0969
S 2.3543 0.1168 0.2074
S 1.4548 1.9109 0.1926
C -3.8610 0.7404 -1.5674
C -4.1117 1.9867 -2.1314
C -3.4810 3.1053 -1.6147
C -2.5936 2.9745 -0.5383
C -2.3071 1.7272 0.0507
C -2.9824 0.6293 -0.4989
C -1.8776 4.1703 -0.0158
C -2.2336 5.4975 -0.4075
C -1.5385 6.5605 0.0682
C -0.4470 6.3584 0.9474
C 0.3349 7.4116 1.4716
C 1.3752 7.1423 2.3159
C 1.6738 5.8075 2.6647
C 0.9314 4.7701 2.1750
C -0.1547 5.0271 1.3038
N -0.8867 3.9756 0.8333
H -4.3260 -0.1448 -1.9866
H -4.7795 2.0822 -2.9797
H -3.6714 4.0639 -2.0837
H -2.7920 -0.3634 -0.0979
H -3.0706 5.6512 -1.0709
H -1.8083 7.5720 -0.2175
H 0.0955 8.4313 1.1896
H 1.9760 7.9500 2.7155
H 2.5051 5.5971 3.3256
H 1.1735 3.7447 2.4308
I -0.5112 -1.0678 2.3800
C -0.7556 -0.3902 4.3528
C -0.6384 -1.3460 5.3236
C -0.8296 -1.0099 6.6794
C -1.1527 0.2700 7.0167
C -1.2816 1.2729 6.0237
C -1.6401 2.5913 6.3966
C -1.7717 3.5524 5.4401
C -1.5176 3.2394 4.0849
C -1.1430 1.9882 3.6334
C -1.0598 0.9749 4.6467
H -0.4026 -2.3667 5.0514
H -0.7264 -1.7755 7.4393
H -1.3181 0.5453 8.0535
H -1.8099 2.8095 7.4462
H -2.0570 4.5630 5.7161
H -1.6229 4.0565 3.3763
C 2.4474 -3.7322 2.5149
O 1.5987 -3.6978 1.3822
C 1.8981 -4.6072 0.3962
O 2.8497 -5.3642 0.5263
C 0.9445 -4.6072 -0.6852
C 1.3251 -5.1948 -1.9323
As 2.8111 -4.1348 -2.5400
C 3.1890 -4.6325 -4.4209
C 1.6099 -2.6034 -2.9970
C 0.4660 -2.2918 -2.3897
As -0.3099 -3.1430 -0.7611
C -1.9123 -3.8825 -1.6264
C -0.3240 -1.0968 -2.8132
O -1.4646 -1.1386 -3.2079
O 0.3638 0.0390 -2.6435
C -0.3247 1.2395 -3.0111
C 2.1122 -1.7425 -4.0970
O 1.4959 -1.3623 -5.0633
O 3.4142 -1.4288 -3.9056
C 3.9763 -0.5829 -4.9007
C 0.4305 -6.0155 -2.6875
O -0.5390 -6.6292 -2.2642
O 0.7910 -6.1535 -4.0147
C -0.0420 -7.0187 -4.7597
H 2.0693 -2.9690 3.1934
H 3.4786 -3.5045 2.2420
H 2.4261 -4.7149 2.9910
H 3.4903 -5.6796 -4.4332
H 4.0221 -4.0170 -4.7643
H 2.3271 -4.5057 -5.0707
H -1.6911 -4.3552 -2.5777
H -2.6055 -3.0565 -1.7773
H -2.3384 -4.6215 -0.9502
H 0.3162 2.0500 -2.6762
H -1.2904 1.2941 -2.5125
H -0.4708 1.2665 -4.0923
H 5.0026 -0.4029 -4.5911
H 3.4276 0.3567 -4.9605
H 3.9508 -1.0661 -5.8785
H 0.3665 -7.0323 -5.7699
H -1.0724 -6.6595 -4.7800
H -0.0442 -8.0275 -4.3416
*
```